No. 1
99
Properties=species:S:1:pos:R:3:mulliken_charge:R:1 method="wB97M-V/def2-TZVPD" spin_multiplicity=1 charge=0 homo_lumo_gap_ev=7.12 homo_energy_ev=-7.76 fmax_ev_per_a=2.68 relative_energy_kcal_mol=39.6
Bi 1.06 -0.41 -1.06 1.379
O -0.34 1.75 -5.82 -0.498
C -0.23 1.14 -4.63 0.027
O 0.83 0.90 -4.11 -0.354
C -1.54 0.81 -4.02 0.245
C -2.77 1.05 -4.63 -0.626
C -3.92 0.71 -3.94 -0.817
C -3.81 0.17 -2.66 -0.759
C -2.53 -0.04 -2.14 -0.416
N -1.44 0.26 -2.82 1.143
C -2.27 -0.58 -0.76 0.649
O -1.83 -1.83 -0.83 0.141
O -2.41 0.08 0.23 -0.534
H 0.55 1.96 -6.17 0.405
H -2.80 1.49 -5.62 0.588
H -4.89 0.85 -4.39 0.467
H -4.68 -0.11 -2.09 0.675
N 4.90 -1.69 0.89 -0.404
C 3.91 -1.31 0.07 0.306
O 2.85 -1.92 0.03 -0.273
C 4.19 -0.16 -0.87 -0.897
C 3.17 -0.21 -1.98 -1.275
H 4.65 -2.32 1.64 0.294
H 5.64 -1.03 1.09 0.228
H 5.22 -0.22 -1.23 0.568
H 4.07 0.75 -0.29 0.233
H 3.36 -1.05 -2.64 0.422
H 3.15 0.71 -2.56 0.549
Cl -3.14 -2.28 1.90 -0.120
C -1.78 -3.19 1.20 0.731
Cl -0.73 -3.78 2.48 -0.111
Cl -2.45 -4.58 0.31 -0.187
C -0.98 -2.33 0.25 -1.303
N 0.22 -2.11 0.31 0.008
O 3.38 0.21 2.20 -0.743
C 2.19 0.21 1.90 0.930
O 1.76 0.68 0.77 -0.831
C 1.15 -0.35 2.86 -1.195
C -0.26 0.09 2.54 1.119
Ge -0.59 2.04 2.84 1.663
C 0.29 3.30 1.58 0.489
C 0.87 4.49 1.98 -0.661
C 1.42 5.36 1.06 -0.867
C 1.40 5.05 -0.29 -0.624
C 0.80 3.88 -0.71 -1.219
C 0.25 3.02 0.22 0.281
C -2.53 2.46 2.64 0.122
C -3.39 2.51 3.73 -0.259
C -4.74 2.78 3.56 -0.745
C -5.25 3.00 2.29 -0.574
C -4.39 2.97 1.20 -0.735
C -3.05 2.71 1.38 -0.129
C -0.10 2.17 4.77 0.349
C -0.78 1.29 5.62 -0.491
C -0.49 1.23 6.97 -0.846
C 0.50 2.04 7.50 -0.509
C 1.20 2.89 6.66 -0.775
C 0.91 2.95 5.31 -0.183
H 1.44 -0.08 3.88 0.536
H 1.23 -1.44 2.77 0.142
H -0.96 -0.47 3.17 0.708
H -0.50 -0.16 1.51 -1.448
H 0.87 4.77 3.03 0.347
H 1.88 6.28 1.40 0.410
H 1.83 5.74 -1.00 0.392
H 0.76 3.63 -1.76 0.492
H -0.22 2.11 -0.12 0.526
H -3.00 2.36 4.72 0.384
H -5.40 2.82 4.42 0.411
H -6.30 3.19 2.15 0.376
H -4.78 3.15 0.20 0.422
H -2.39 2.71 0.52 0.092
H -1.54 0.64 5.20 0.374
H -1.03 0.53 7.60 0.408
H 0.72 2.00 8.55 0.379
H 1.99 3.50 7.07 0.403
H 1.49 3.59 4.67 0.224
C -1.57 -3.36 -3.80 -1.286
C -0.60 -4.02 -2.83 -0.309
As 1.04 -2.91 -2.48 0.924
C 1.96 -3.23 -4.26 -0.945
C 1.76 -2.05 -5.21 -0.915
C 2.07 -4.24 -1.42 -0.522
C 1.93 -5.71 -1.80 -1.472
H -2.50 -3.92 -3.87 0.395
H -1.13 -3.30 -4.80 0.361
H -1.80 -2.35 -3.46 0.130
H -0.30 -5.00 -3.23 0.728
H -1.08 -4.17 -1.87 -0.282
H 1.58 -4.15 -4.72 0.509
H 3.02 -3.37 -4.05 0.514
H 0.71 -1.93 -5.45 0.164
H 2.31 -2.21 -6.14 0.478
H 2.12 -1.13 -4.75 0.074
H 1.77 -4.08 -0.38 0.331
H 3.11 -3.93 -1.50 0.473
H 0.92 -6.07 -1.59 0.287
H 2.63 -6.31 -1.21 0.431
H 2.16 -5.87 -2.85 0.303



No. 2
104
Properties=species:S:1:pos:R:3:mulliken_charge:R:1 method="wB97M-V/def2-TZVPD" spin_multiplicity=1 charge=0 homo_lumo_gap_ev=8.37 homo_energy_ev=-8.42 fmax_ev_per_a=0.57 relative_energy_kcal_mol=0.0
In -0.26 -0.43 -0.36 -0.052
C -0.88 -2.90 3.17 -0.994
C -0.38 -1.82 4.13 -0.818
S 0.80 -0.73 3.28 0.064
C 0.15 0.92 3.61 -0.793
C -1.29 1.23 3.22 -1.052
S -1.77 1.07 1.47 0.454
C -3.22 -0.01 1.58 0.190
C -3.03 -1.36 2.27 -1.157
S -1.64 -2.32 1.64 0.448
H -1.59 -3.56 3.68 0.465
H -0.05 -3.52 2.84 0.438
H 0.12 -2.31 4.97 0.512
H -1.20 -1.24 4.55 0.422
H 0.85 1.58 3.09 0.296
H 0.25 1.14 4.68 0.626
H -1.50 2.26 3.49 0.571
H -1.98 0.61 3.81 0.524
H -3.50 -0.15 0.54 -0.980
H -4.02 0.54 2.08 0.893
H -3.95 -1.93 2.13 0.618
H -2.90 -1.24 3.34 0.534
C 0.01 3.22 -0.65 -0.723
O 0.12 1.99 -1.35 1.161
C 0.31 2.05 -2.70 0.113
C 0.14 3.17 -3.47 0.076
C 0.32 3.06 -4.85 -1.077
Br 0.16 4.62 -5.91 -0.160
C 0.60 1.86 -5.44 -0.940
C 0.75 0.71 -4.66 1.982
C 0.66 0.82 -3.27 -0.448
O 0.82 -0.24 -2.44 -0.195
C 0.86 -0.62 -5.24 -0.911
N 0.90 -1.72 -4.52 0.396
C 0.93 -2.78 -5.41 -0.022
C 0.95 -4.15 -5.18 -0.835
C 0.96 -4.98 -6.28 -0.636
C 0.95 -4.46 -7.59 -0.414
C 0.92 -3.10 -7.83 -1.076
C 0.91 -2.27 -6.71 0.769
N 0.87 -0.90 -6.57 0.035
H 0.83 3.87 -0.93 -0.130
H 0.09 2.97 0.40 0.051
H -0.96 3.69 -0.85 0.355
H -0.14 4.12 -3.04 0.636
H 0.70 1.81 -6.52 0.517
H 0.81 -1.08 -3.03 0.251
H 0.95 -4.54 -4.17 0.436
H 0.98 -6.05 -6.14 0.418
H 0.96 -5.15 -8.43 0.390
H 0.92 -2.71 -8.84 0.405
H 0.85 -0.22 -7.32 0.190
C -8.42 -1.72 -3.32 -1.500
C -7.01 -1.28 -3.05 1.121
C -5.98 -1.58 -3.94 -0.969
C -4.68 -1.15 -3.71 -0.635
C -4.41 -0.42 -2.57 -0.585
C -5.42 -0.10 -1.67 -0.338
C -6.71 -0.53 -1.92 -0.972
S -2.75 0.08 -2.22 2.121
O -2.78 1.28 -1.41 -0.849
O -2.08 0.14 -3.50 -0.725
N -2.14 -1.06 -1.26 -0.061
C -1.96 -2.38 -1.90 -0.577
C -0.67 -3.10 -1.50 0.536
O -0.55 -4.28 -1.80 -0.751
O 0.24 -2.40 -0.89 -0.710
H -8.45 -2.52 -4.06 0.362
H -9.02 -0.89 -3.70 0.294
H -8.90 -2.08 -2.41 0.377
H -6.20 -2.15 -4.83 0.331
H -3.89 -1.37 -4.41 0.451
H -5.19 0.50 -0.80 0.571
H -7.50 -0.28 -1.22 0.394
H -1.91 -2.29 -2.99 0.321
H -2.79 -3.04 -1.65 0.459
C 3.21 5.46 -2.28 -1.548
C 3.82 4.09 -2.23 0.803
C 4.66 3.74 -1.18 -0.736
C 5.26 2.49 -1.13 -0.790
C 5.00 1.57 -2.14 -0.046
C 4.14 1.88 -3.18 -0.386
C 3.55 3.14 -3.22 -0.339
S 5.83 0.00 -2.07 1.303
O 7.18 0.29 -1.70 -0.735
O 5.51 -0.73 -3.26 -0.671
N 5.16 -0.80 -0.82 -0.298
C 3.85 -1.43 -1.03 0.063
C 3.06 -1.47 0.28 -0.617
C 2.66 -0.06 0.69 0.756
O 3.50 0.72 1.11 -0.723
O 1.41 0.31 0.54 -0.504
H 3.98 6.23 -2.13 0.483
H 2.47 5.59 -1.49 0.256
H 2.72 5.65 -3.24 0.327
H 4.87 4.46 -0.40 0.421
H 5.93 2.24 -0.32 0.414
H 3.96 1.15 -3.96 0.592
H 2.90 3.40 -4.04 0.460
H 5.18 -0.23 0.02 0.376
H 4.00 -2.44 -1.40 0.444
H 3.27 -0.89 -1.79 -0.222
H 3.69 -1.88 1.07 0.564
H 2.20 -2.11 0.13 -0.133



No. 3
94
Properties=species:S:1:pos:R:3:mulliken_charge:R:1 method="wB97M-V/def2-TZVPD" spin_multiplicity=2 charge=-1 s2=0.7508 homo_lumo_gap_ev=5.87 homo_energy_ev=-3.79 fmax_ev_per_a=2.64 relative_energy_kcal_mol=0.0
Ce 0.62 0.42 -1.14 0.173
N 0.10 3.02 -2.23 -0.157
C 0.85 3.90 -1.32 -0.548
C 2.07 3.19 -0.71 0.332
O 2.55 3.76 0.31 -0.891
N 2.47 2.11 -1.32 0.028
C 3.66 1.44 -0.77 -0.456
C 3.46 -0.07 -0.55 0.493
O 4.38 -0.82 -0.83 -0.758
O 2.31 -0.42 -0.05 -0.428
H 0.71 2.80 -3.01 0.128
H -0.70 3.51 -2.60 0.273
H 0.22 4.22 -0.49 0.254
H 1.24 4.80 -1.80 0.357
H 3.95 1.88 0.19 0.264
H 4.50 1.57 -1.46 0.327
I -2.27 0.69 -3.36 0.159
C -1.02 1.25 -4.98 0.245
C -1.67 1.75 -6.08 -0.747
C -0.91 2.18 -7.19 -0.493
C 0.45 2.11 -7.15 -0.877
C 1.12 1.57 -6.03 1.194
C 2.54 1.46 -6.02 -0.968
C 3.16 0.84 -4.98 -1.397
C 2.42 0.35 -3.89 -0.276
C 1.05 0.50 -3.75 0.031
C 0.40 1.10 -4.88 0.424
H -2.75 1.80 -6.11 0.374
H -1.42 2.57 -8.06 0.367
H 1.04 2.44 -8.00 0.332
H 3.10 1.87 -6.86 0.302
H 4.24 0.74 -4.98 0.430
H 2.98 -0.19 -3.12 0.636
C -0.95 -3.61 3.80 -1.672
C 0.11 -2.56 3.98 1.833
C 0.73 -2.46 5.23 -0.798
C 1.75 -1.56 5.47 -0.907
C 2.20 -0.74 4.45 -0.790
C 1.60 -0.81 3.21 -0.841
C 0.54 -1.69 2.96 -0.260
P -0.16 -1.51 1.26 1.697
C -1.97 -1.80 1.59 0.701
C -2.64 -2.84 0.93 -0.383
C -4.00 -3.04 1.09 -0.883
C -4.73 -2.21 1.93 -0.877
C -4.09 -1.18 2.59 -0.419
C -2.72 -0.95 2.42 0.335
C -2.07 0.19 3.15 -0.770
C 0.37 -3.02 0.42 0.589
C 1.15 -4.01 1.03 -0.805
C 1.72 -5.02 0.28 -0.942
C 1.54 -5.01 -1.11 -0.697
C 0.79 -4.03 -1.72 -0.841
C 0.17 -2.99 -0.99 0.803
C -0.60 -1.94 -1.61 -1.422
H -0.73 -4.47 4.43 0.596
H -1.00 -3.95 2.77 0.175
H -1.94 -3.23 4.08 0.250
H 0.40 -3.13 6.02 0.455
H 2.20 -1.51 6.46 0.374
H 3.02 -0.05 4.63 0.466
H 1.94 -0.19 2.38 0.317
H -2.06 -3.51 0.30 0.320
H -4.49 -3.86 0.57 0.420
H -5.80 -2.36 2.07 0.390
H -4.65 -0.53 3.25 0.423
H -2.81 0.94 3.44 0.623
H -1.29 0.65 2.55 -0.536
H -1.59 -0.17 4.07 0.303
H 1.33 -3.97 2.09 0.291
H 2.32 -5.79 0.75 0.401
H 2.00 -5.79 -1.71 0.353
H 0.68 -4.04 -2.80 0.413
H -1.54 -1.73 -1.10 0.073
H -0.80 -2.14 -2.66 0.513
C -4.17 1.76 -0.08 -0.990
C -2.71 2.18 0.00 -0.120
O -1.83 1.08 -0.16 0.681
H -4.82 2.63 0.04 0.409
H -4.40 1.04 0.71 0.186
H -4.37 1.30 -1.05 0.167
H -2.51 2.68 0.96 0.072
H -2.47 2.88 -0.80 0.216
H -2.09 0.39 0.46 -0.446
C -0.15 2.82 3.62 -0.867
S 0.84 3.11 2.11 0.469
C 2.39 2.82 3.00 -0.579
O 0.55 1.91 1.23 -0.004
H 0.09 1.84 4.05 0.147
H -1.20 2.86 3.34 0.210
H 0.07 3.62 4.33 0.523
H 2.44 3.60 3.76 0.518
H 3.21 2.94 2.29 0.272
H 2.37 1.83 3.45 -0.260



No. 4
103
Properties=species:S:1:pos:R:3:mulliken_charge:R:1 method="wB97M-V/def2-TZVPD" spin_multiplicity=1 charge=-1 homo_lumo_gap_ev=7.25 homo_energy_ev=-5.10 fmax_ev_per_a=3.26 relative_energy_kcal_mol=23.3
La 0.69 -0.59 -1.17 1.775
O 4.05 2.84 -1.65 -0.810
C 3.34 1.81 -1.74 0.051
N 2.47 1.37 -0.83 0.257
C 2.67 2.06 0.43 -1.391
C 3.36 1.17 1.45 0.596
C 4.72 1.21 1.65 -0.579
C 5.34 0.40 2.61 -0.404
C 4.55 -0.44 3.40 -0.902
C 3.20 -0.46 3.10 -0.103
N 2.61 0.30 2.15 0.108
C 3.38 1.12 -3.06 0.158
C 4.31 1.51 -4.05 -0.809
C 4.24 0.83 -5.27 -0.286
C 3.31 -0.23 -5.40 -0.879
C 2.62 -0.63 -4.30 -0.455
N 2.53 0.12 -3.16 0.373
H 3.20 3.01 0.33 0.537
H 1.69 2.38 0.76 0.182
H 5.32 1.87 1.05 0.516
H 6.44 0.47 2.76 0.344
H 4.99 -1.06 4.17 0.407
H 2.55 -1.12 3.66 0.384
H 4.99 2.28 -3.86 0.578
H 4.86 1.15 -6.12 0.386
H 3.21 -0.77 -6.31 0.578
H 2.06 -1.55 -4.23 0.252
C 4.07 -3.18 -2.01 -0.951
C 3.22 -3.46 -0.83 -0.003
N 2.20 -2.69 -0.42 0.573
C 1.71 -3.37 0.74 -0.048
C 2.34 -4.59 0.83 -0.009
N 3.29 -4.61 -0.15 0.009
C 2.22 -5.75 1.73 0.457
O 1.44 -5.60 2.80 -0.586
O 2.77 -6.80 1.44 -0.636
C 0.61 -2.67 1.52 0.276
O 0.32 -3.20 2.61 -0.851
O 0.14 -1.56 1.03 -0.199
H 4.33 -2.12 -2.04 0.119
H 3.42 -3.44 -2.88 0.045
H 5.02 -3.73 -1.99 0.472
H 3.92 -5.38 -0.30 0.239
H 1.03 -4.66 2.78 0.490
O -1.52 -0.14 -0.79 -0.652
N -2.44 0.55 -1.43 0.552
C -3.75 0.09 -1.19 -0.249
C -4.82 0.81 -1.60 -0.924
C -4.58 2.05 -2.29 -0.342
C -3.30 2.50 -2.48 -0.819
C -2.18 1.73 -2.05 0.538
S -0.56 2.02 -2.35 -0.469
H -3.76 -0.86 -0.62 0.472
H -5.80 0.50 -1.34 0.494
H -5.43 2.55 -2.69 0.433
H -3.02 3.37 -3.12 0.380
O 1.25 -5.93 -5.11 -0.664
S 0.89 -4.54 -5.33 1.065
O 1.27 -3.76 -6.48 -0.631
N 1.07 -3.60 -3.97 -0.225
C -0.09 -3.19 -3.44 0.033
O -0.28 -2.40 -2.46 -0.265
C -1.26 -3.70 -4.18 0.210
C -2.61 -3.37 -3.98 -0.255
C -3.58 -3.90 -4.82 -0.630
C -3.25 -4.79 -5.83 -0.460
C -1.91 -5.05 -6.12 -0.548
C -0.92 -4.58 -5.21 -0.044
H -2.90 -2.59 -3.31 0.580
H -4.61 -3.69 -4.70 0.433
H -4.08 -5.17 -6.44 0.348
H -1.57 -5.57 -6.99 0.400
C -2.50 5.54 5.43 -1.178
C -2.36 4.03 5.72 0.213
C -1.52 3.59 6.89 -1.499
Sb -1.75 3.08 3.75 0.419
C -2.59 4.00 1.88 0.453
C -1.40 4.43 0.95 -1.028
C -3.65 5.06 2.26 -1.446
C -2.59 0.99 3.42 0.621
C -3.61 0.72 4.51 -1.391
C -1.41 0.01 3.31 -0.671
H -2.25 6.05 6.36 0.394
H -3.58 5.73 5.21 0.263
H -1.96 6.03 4.62 0.243
H -3.32 3.47 5.82 0.273
H -0.43 3.82 6.82 0.297
H -1.62 2.52 7.05 0.363
H -1.87 3.99 7.84 0.446
H -3.13 3.15 1.39 -0.009
H -0.66 4.96 1.52 0.384
H -1.81 5.21 0.26 0.380
H -0.92 3.56 0.41 0.012
H -3.26 6.05 2.60 0.319
H -4.25 4.80 3.08 0.460
H -4.41 5.24 1.43 0.330
H -3.06 1.10 2.39 -0.125
H -3.19 0.59 5.52 0.341
H -4.20 -0.14 4.24 0.421
H -4.34 1.62 4.68 0.301
H -0.47 0.54 3.36 0.251
H -1.36 -0.53 2.35 -0.154
H -1.51 -0.77 4.09 0.294



No. 5
99
Properties=species:S:1:pos:R:3:mulliken_charge:R:1 method="wB97M-V/def2-TZVPD" spin_multiplicity=1 charge=+2 homo_lumo_gap_ev=6.58 homo_energy_ev=-11.20 fmax_ev_per_a=2.23 relative_energy_kcal_mol=21.9
Pt -0.10 -0.95 2.12 1.468
C 5.32 -1.39 3.67 -0.810
N 4.06 -0.72 3.35 0.189
C 3.77 0.59 3.59 -0.457
C 2.49 0.79 3.18 -0.926
N 1.98 -0.39 2.72 0.133
C 2.94 -1.28 2.81 -0.042
P 2.85 -2.99 2.21 -0.409
C 2.09 -2.82 0.56 -0.015
N 0.86 -2.43 0.36 0.157
C 0.65 -2.49 -0.99 -0.793
C 1.78 -2.94 -1.61 -0.663
N 2.70 -3.15 -0.61 0.180
C 4.03 -3.71 -0.81 -0.841
C 1.34 -3.44 3.09 0.134
N 0.32 -2.64 3.45 -0.028
C -0.51 -3.41 4.22 -0.735
C 0.01 -4.67 4.34 -1.012
N 1.18 -4.67 3.64 0.232
C 2.04 -5.83 3.43 -0.854
H 5.96 -0.69 4.19 0.322
H 5.82 -1.72 2.76 0.297
H 5.14 -2.25 4.32 0.329
H 4.49 1.26 4.04 0.445
H 1.90 1.69 3.21 0.585
H -0.31 -2.25 -1.43 0.570
H 2.01 -3.14 -2.64 0.505
H 4.48 -3.28 -1.71 0.346
H 3.98 -4.80 -0.93 0.308
H 4.66 -3.48 0.04 0.301
H -1.39 -3.03 4.68 0.671
H -0.35 -5.53 4.87 0.426
H 1.69 -6.63 4.07 0.336
H 3.07 -5.59 3.70 0.335
H 2.00 -6.16 2.40 0.314
F 2.97 3.74 -2.39 -0.365
C 1.68 3.31 -2.51 0.433
C 1.20 2.45 -1.58 -0.789
C -0.09 1.94 -1.70 0.621
C -0.61 1.02 -0.66 1.438
O 0.09 0.71 0.31 -1.053
C -1.94 0.54 -0.93 -0.394
C -2.62 0.93 -2.04 -0.320
N -2.15 1.80 -2.95 0.283
C -2.97 2.18 -4.09 -0.424
C -3.82 1.15 -4.75 -1.028
C -2.60 1.67 -5.45 -0.356
C -0.87 2.32 -2.80 -0.503
C -0.36 3.25 -3.72 -1.187
C 0.92 3.75 -3.60 -0.168
N 1.37 4.70 -4.54 0.144
C 2.38 5.70 -4.23 -0.922
C 3.77 5.31 -4.73 -0.599
N 3.68 4.98 -6.20 -0.130
C 2.67 3.90 -6.46 -0.757
C 1.32 4.39 -5.96 -0.708
C -2.53 -0.49 -0.02 0.164
O -3.03 -1.52 -0.38 -0.643
O -2.31 -0.08 1.23 -0.238
H 1.80 2.15 -0.73 0.664
H -3.61 0.54 -2.22 0.725
H -3.36 3.19 -4.02 0.477
H -4.80 1.47 -5.11 0.273
H -3.79 0.14 -4.38 0.357
H -2.72 2.33 -6.30 0.300
H -1.75 1.00 -5.50 0.212
H -0.99 3.61 -4.52 0.861
H 2.43 5.88 -3.16 0.455
H 2.09 6.64 -4.71 0.382
H 4.15 4.43 -4.22 0.436
H 4.48 6.13 -4.61 0.354
H 4.60 4.71 -6.56 0.349
H 3.40 5.82 -6.71 0.372
H 2.99 3.02 -5.90 0.343
H 2.67 3.67 -7.53 0.442
H 0.56 3.64 -6.17 0.418
H 1.04 5.30 -6.51 0.346
C -3.24 0.92 3.36 -2.795
C -2.88 -0.56 3.55 3.324
C -2.01 -0.61 4.82 -1.384
C -2.13 -1.07 2.27 -0.950
C -4.14 -1.42 3.74 -0.063
C -5.41 -0.86 3.82 -0.627
C -6.54 -1.65 4.00 -0.887
C -6.42 -3.02 4.10 -0.504
C -5.16 -3.60 4.01 -1.065
C -4.04 -2.81 3.84 0.280
H -2.34 1.51 3.21 0.386
H -3.74 1.29 4.26 0.661
H -3.90 1.09 2.51 0.465
H -0.97 -0.36 4.60 0.070
H -2.04 -1.57 5.32 0.476
H -2.38 0.12 5.54 0.513
H -2.47 -2.04 1.90 1.032
H -5.54 0.21 3.75 0.402
H -7.51 -1.18 4.07 0.397
H -7.30 -3.64 4.23 0.406
H -5.05 -4.68 4.07 0.413
H -3.08 -3.29 3.74 0.189